# C24H64B2F8O8V

C24H64B2F8O8V as an isolated structure at a distorted geometry (ωB97M-V/def2-TZVPD, the Open Molecules 2025 dataset).

Results
HOMO-LUMO gap (spin up / spin down): 8.10 / 10.44 eV
lowest unoccupied orbital energy (spin up / spin down): 0.43 / 0.43 eV
2S+1: 4
energy relative to the best compared isomer or geometry (same formula, charge and spin): 0.0 kJ/mol
E_HOMO (spin up / spin down): -7.668 / -10.009 eV
expectation value of S²: 3.75

Each line ends with the Mulliken charge.
Cartesian coordinates (Å):
H  -0.106  1.256  4.093  0.327
C  -4.459  1.942  -2.049  -0.726
H  -0.965  0.222  1.865  -1.297
H  2.592  1.095  2.110  -0.033
C  -0.955  -2.749  -3.923  -1.648
H  -0.992  3.934  0.051  -0.208
H  -2.377  2.582  1.545  0.195
O  -2.551  6.795  -0.469  -0.555
O  -3.985  -0.328  -2.131  -0.464
H  -0.141  -2.037  -4.066  0.237
H  -3.951  1.949  1.653  0.437
H  -2.124  -1.012  4.621  0.372
H  2.464  -0.451  0.506  -1.210
H  -1.138  -0.179  5.860  0.329
O  1.733  -1.774  -1.674  0.075
O  1.855  0.280  0.376  2.651
H  2.027  -3.509  -3.589  0.222
H  5.954  -1.495  0.526  0.212
C  -0.096  -0.700  3.980  1.653
H  6.757  -2.151  1.913  0.474
F  1.339  -3.054  2.191  -0.491
H  -2.569  -3.553  -0.993  0.264
H  -5.360  1.667  -1.501  0.272
C  -1.715  5.993  0.326  0.236
H  1.078  2.833  0.055  0.156
H  -2.629  -1.340  2.116  -0.046
C  -2.517  0.487  0.880  2.855
C  1.350  2.517  1.062  -1.459
F  0.196  -2.006  0.639  0.519
H  3.396  -3.567  -2.457  0.377
H  -4.095  -0.917  1.282  0.516
V  0.123  -0.513  -0.784  0.676
H  -0.269  -1.471  3.229  -0.588
H  -0.730  -3.735  -4.329  0.428
H  -2.749  -1.603  0.396  -0.140
B  0.732  -3.215  0.961  -0.557
H  4.380  0.861  0.614  0.164
H  -1.431  4.698  -1.468  0.484
C  -4.775  0.731  -4.208  -1.670
H  0.397  2.345  1.560  0.013
H  -4.903  -0.560  -1.975  0.304
H  -3.630  2.201  -1.390  -0.253
H  1.472  -1.743  5.033  0.441
H  4.518  -2.369  3.154  0.337
C  -2.222  5.975  1.761  -1.239
H  -1.667  5.327  2.441  0.232
H  2.368  -0.959  -3.488  0.335
C  2.662  -1.604  -2.660  0.339
C  -1.242  -2.808  -2.433  1.330
H  3.623  -3.040  -4.045  0.422
B  0.037  1.417  -2.683  -0.034
H  -1.826  -2.453  -4.508  0.363
C  -2.555  -3.512  -2.082  -1.486
C  -1.135  -0.932  5.072  -1.735
H  -3.440  -2.976  -2.424  0.269
H  1.556  0.074  5.218  0.367
C  3.871  -0.881  -2.060  -0.670
H  1.985  -2.552  -1.171  0.009
H  -4.605  1.652  -4.766  0.430
H  -2.697  4.137  -0.362  0.127
O  -0.387  0.605  3.446  -0.436
C  4.636  -2.359  2.071  0.630
F  1.658  -3.576  0.059  -0.231
H  -0.958  -1.853  5.626  0.425
H  2.728  -2.278  1.863  -0.110
H  2.045  -0.831  3.767  0.107
H  -4.346  -0.076  -4.802  0.393
H  -0.743  6.473  0.206  0.300
F  -0.335  0.570  -3.689  -0.407
H  -5.827  0.507  -4.029  0.335
C  -3.978  0.835  -2.924  1.268
F  -0.298  -4.082  1.033  -0.368
C  2.905  -2.973  -3.228  -1.459
H  1.772  3.389  1.561  0.676
O  3.486  -1.808  1.507  -0.232
H  -3.232  5.566  1.774  0.337
H  3.624  1.895  -0.582  0.281
H  -2.771  0.738  -0.150  -1.743
H  4.300  2.568  0.887  0.442
C  5.866  -1.603  1.607  -1.410
H  -2.597  -4.498  -2.546  0.482
C  2.374  1.382  1.081  1.189
H  -2.243  6.974  2.196  0.415
F  -0.782  1.204  -1.643  -0.343
C  -2.909  1.669  1.813  -1.431
O  -1.456  -1.489  -1.983  0.644
C  -3.009  -0.905  1.192  -1.042
H  -2.561  7.664  -0.061  0.308
H  -4.711  2.844  -2.606  0.472
H  5.864  -0.635  2.110  0.334
H  -2.743  1.449  2.867  0.360
H  4.231  -1.205  -1.084  -0.371
H  3.570  0.134  -1.797  -0.161
C  1.311  -0.769  4.571  -1.270
F  0.210  2.684  -3.107  -0.306
H  3.660  -4.323  1.929  0.334
H  4.725  -4.044  0.667  0.298
C  4.622  -3.848  1.735  -1.485
H  -2.928  0.953  -3.192  -0.381
H  5.275  -4.397  2.412  0.451
H  4.682  -1.022  -2.774  0.686
H  -0.415  -3.245  -1.873  -0.101
O  -1.130  0.273  0.921  1.995
C  3.731  1.728  0.489  -1.528
F  1.259  1.025  -2.124  -0.311
H  -2.326  -1.131  -2.174  -0.536
C  -1.713  4.602  -0.420  -0.440